The following is a DFT calculation (the ωB97M-V functional and the def2-TZVPD basis) of 2 unconnected molecules or ions with the total composition C2H9O2 at a distorted geometry.

Computed properties:
net charge	+1
total energy	-231.77554	a.u.
LUMO level	-3.755	eV
energy relative to the best compared isomer or geometry (same formula, charge and spin)	15.1	kcal/mol
max |F|	0.058	hartree/bohr

Last column: Löwdin charge in e.
Atoms and positions in Å:
O  -2.461  0.656  0.469  0.013
H  -1.155  0.122  0.643  0.134
H  -2.780  1.598  0.467  0.144
H  -3.096  -0.040  0.817  0.145
C  1.265  -0.220  0.259  -0.108
O  -0.140  -0.292  0.797  0.078
C  1.218  -0.141  -1.302  -0.035
H  1.838  0.613  0.697  0.132
H  1.811  -1.134  0.535  0.134
H  -0.105  -0.755  1.588  0.114
H  0.257  0.259  -1.634  0.083
H  2.033  0.482  -1.645  0.085
H  1.314  -1.148  -1.693  0.082